## a
This record from the OMol25 dataset describes a 2-piece molecular cluster, C4H14N3 overall. The level of theory is wB97M-V/def2-TZVPD.

molecular weight	104.177	g/mol
orbital gap	11.79	eV
total charge	+1
spin multiplicity	1

Each line ends with the natural charge from an NBO analysis.
Positions of all 21 atoms, in Å:
C -1.953 1.049 -2.097  -0.59
C -0.680 1.468 -2.896  -0.57
H -2.771 1.312 -2.640  0.22
H -2.000 -0.052 -1.932  0.20
H -1.952 1.643 -1.140  0.18
H 0.211 1.075 -2.358  0.13
H -0.539 2.520 -2.881  0.22
H -0.648 0.982 -3.859  0.23
C 1.183 -2.371 1.439  -0.44
C 0.405 -0.067 0.977  0.67
N 0.185 0.880 0.103  -0.75
N 0.840 -1.249 0.559  -0.56
N 0.229 0.153 2.281  -0.76
H 0.641 0.879 -0.804  0.43
H -0.203 1.722 0.407  0.41
H 0.819 -1.442 -0.466  0.43
H 0.263 -0.602 2.918  0.42
H -0.121 1.032 2.600  0.42
H 1.225 -3.279 0.849  0.25
H 0.361 -2.529 2.269  0.21
H 2.203 -2.218 1.895  0.23



## b
This record from the OMol25 dataset describes a 2-piece molecular cluster, C4H14N3 overall. The level of theory is wB97M-V/def2-TZVPD.

molecular weight	104.177	g/mol
orbital gap	10.90	eV
total charge	+1
spin multiplicity	1

Each line ends with the natural charge from an NBO analysis.
Positions of all 21 atoms, in Å:
C 1.969 -0.735 1.902  -0.61
C 2.044 0.753 1.486  -0.62
H 1.654 -1.398 1.117  0.19
H 2.852 -1.080 2.414  0.22
H 1.247 -0.662 2.721  0.19
H 2.928 0.906 0.873  0.22
H 1.353 0.749 0.574  0.17
H 1.770 1.327 2.360  0.23
C -0.610 0.049 -2.698  -0.44
C -1.480 -0.066 -0.462  0.68
N -1.686 -0.339 -1.767  -0.53
N -2.151 -0.742 0.464  -0.75
N -0.893 1.073 -0.084  -0.77
H -2.028 -1.282 -1.913  0.41
H -2.685 -1.577 0.267  0.42
H -2.225 -0.596 1.462  0.44
H -0.204 1.530 -0.658  0.43
H -1.111 1.657 0.712  0.44
H -0.711 -0.396 -3.683  0.26
H 0.403 -0.286 -2.336  0.20
H -0.436 1.115 -2.750  0.22



Energies relative to the most stable structure, in hartree: a 0.0000; b 0.0297.



## a
This record from the OMol25 dataset describes a 2-piece molecular cluster, C4H8O2 overall. The level of theory is wB97M-V/def2-TZVPD.

molecular weight	88.106	g/mol
orbital gap	8.82	eV
total charge	0
spin multiplicity	1

Each line ends with the natural charge from an NBO analysis.
Positions of all 14 atoms, in Å:
C -0.563 -0.702 1.609  -0.27
C 0.732 -0.821 -0.821  -0.13
C 1.671 0.266 -1.222  -0.75
O -0.433 0.215 0.508  -0.49
C -1.537 0.886 0.104  0.66
O -1.621 1.380 -0.981  -0.53
H 0.372 -1.259 1.613  0.25
H -0.718 -0.155 2.542  0.19
H -1.382 -1.398 1.412  0.19
H -0.104 -0.795 -1.548  0.10
H 1.261 1.145 -1.738  0.20
H 2.306 -0.281 -1.943  0.25
H 2.338 0.582 -0.412  0.21
H -2.322 0.937 0.877  0.11



## b
This record from the OMol25 dataset describes a single C4H8O2 molecule. The level of theory is wB97M-V/def2-TZVPD.

molecular weight	88.106	g/mol
orbital gap	9.42	eV
total charge	0
spin multiplicity	1

Each line ends with the natural charge from an NBO analysis.
Positions of all 14 atoms, in Å:
O 0.757 -0.353 1.802  -0.70
C 0.776 0.759 1.064  0.27
C 1.174 0.355 -0.344  -0.57
C -0.123 0.327 -1.193  -0.41
C -1.237 -0.094 -0.233  -0.07
O -1.155 -1.449 0.141  -0.72
H 0.423 -0.120 2.683  0.50
H -1.114 0.591 0.638  0.17
H 1.876 1.111 -0.710  0.23
H 1.656 -0.631 -0.358  0.20
H -0.350 1.319 -1.602  0.21
H -0.031 -0.365 -2.041  0.22
H -2.246 0.090 -0.599  0.19
H -0.406 -1.541 0.751  0.47



Energies relative to the most stable structure, in hartree: a 0.0514; b 0.0000.



## a
This record from the OMol25 dataset describes a single C4H6O2 molecule. The level of theory is wB97M-V/def2-TZVPD.

SMILES	C=C(O)C(C)=O
molecular weight	86.090	g/mol
orbital gap	9.88	eV
total charge	0
spin multiplicity	1

Each line ends with the natural charge from an NBO analysis.
Positions of all 12 atoms, in Å:
C -1.857 0.054 -0.121  -0.72
C -0.510 0.717 -0.018  0.54
O -0.376 1.917 0.088  -0.52
C 0.697 -0.168 -0.028  0.20
O 0.466 -1.468 -0.345  -0.67
C 1.917 0.266 0.278  -0.46
H -2.634 0.816 -0.042  0.24
H -1.939 -0.472 -1.077  0.24
H -1.978 -0.698 0.664  0.24
H 2.712 -0.442 0.478  0.19
H 1.370 -1.828 -0.317  0.48
H 2.131 1.306 0.440  0.24



## b
This record from the OMol25 dataset describes C4H6O2 as an isolated structure. The level of theory is wB97M-V/def2-TZVPD.

molecular weight	86.090	g/mol
orbital gap	10.53	eV
total charge	0
spin multiplicity	1

Each line ends with the natural charge from an NBO analysis.
Positions of all 12 atoms, in Å:
O 1.379 -1.234 1.035  -0.53
C 1.370 -0.046 0.818  0.42
C 0.538 0.651 -0.249  -0.01
C -0.398 -0.239 -1.070  -0.44
C -1.193 -0.236 0.234  -0.08
O -0.572 1.027 0.611  -0.51
H 1.809 0.671 1.539  0.12
H 1.058 1.493 -0.718  0.20
H -0.033 -1.196 -1.442  0.22
H -0.890 0.339 -1.859  0.22
H -0.789 -1.065 0.841  0.20
H -2.280 -0.165 0.260  0.19



## c
This record from the OMol25 dataset describes a 3-piece molecular cluster, C4H6O2 overall. The level of theory is wB97M-V/def2-TZVPD.

molecular weight	86.090	g/mol
orbital gap	10.85	eV
total charge	0
spin multiplicity	1

Each line ends with the natural charge from an NBO analysis.
Positions of all 12 atoms, in Å:
O 2.928 -0.281 0.623  -0.49
C 1.986 -0.909 0.691  0.50
C 0.385 1.324 -0.957  -0.41
C -0.795 1.533 -0.377  -0.39
O -1.682 -1.566 -0.196  -0.51
C -0.920 -1.851 0.691  0.28
H 0.528 0.505 -1.663  0.20
H 1.241 1.975 -0.780  0.19
H -0.958 2.373 0.297  0.19
H -1.642 0.876 -0.570  0.22
H -0.318 -2.782 0.671  0.11
H -0.750 -1.196 1.569  0.11



## d
This record from the OMol25 dataset describes a single C4H6O2 molecule. The level of theory is wB97M-V/def2-TZVPD.

SMILES	C1=COCCO1
molecular weight	86.090	g/mol
orbital gap	9.63	eV
total charge	0
spin multiplicity	1

Each line ends with the natural charge from an NBO analysis.
Positions of all 12 atoms, in Å:
C -0.360 1.122 0.171  -0.10
C 1.010 0.641 -0.277  -0.11
C -0.044 -1.426 -0.401  0.01
C -0.751 -1.013 0.661  0.01
H -0.942 1.111 -0.741  0.18
H -0.256 2.077 0.726  0.19
H 1.407 1.411 -0.954  0.20
H 1.663 0.506 0.590  0.20
H 0.015 -2.486 -0.777  0.22
H -1.476 -1.744 1.071  0.20
O 0.669 -0.494 -1.182  -0.51
O -0.937 0.295 1.114  -0.48



Energies relative to the most stable structure, in hartree: a 0.0000; b 0.0431; c 0.0472; d 0.0451.



## a
This record from the OMol25 dataset describes a single C4H6O2 molecule. The level of theory is wB97M-V/def2-TZVPD.

SMILES	CC1=COCO1
molecular weight	86.090	g/mol
orbital gap	9.22	eV
total charge	0
spin multiplicity	1

Each line ends with the natural charge from an NBO analysis.
Positions of all 12 atoms, in Å:
C 0.972 0.229 -1.430  -0.65
C 0.133 0.326 -0.230  0.18
C -0.291 -0.583 1.633  0.22
O 0.727 0.116 1.022  -0.50
C -1.179 0.475 -0.086  0.04
O -1.577 0.112 1.176  -0.51
H 0.357 0.460 -2.301  0.23
H 1.821 0.907 -1.358  0.22
H 1.345 -0.796 -1.549  0.22
H -0.241 -0.541 2.720  0.19
H -0.231 -1.620 1.233  0.15
H -1.836 0.914 -0.832  0.21



## b
This record from the OMol25 dataset describes a single C4H6O2 molecule. The level of theory is wB97M-V/def2-TZVPD.

molecular weight	86.090	g/mol
orbital gap	9.59	eV
total charge	0
spin multiplicity	1

Each line ends with the natural charge from an NBO analysis.
Positions of all 12 atoms, in Å:
C -1.698 -0.294 0.260  -0.62
C -0.389 -0.258 1.046  -0.57
C 0.863 0.284 0.435  0.28
O 0.778 0.259 -0.885  -0.53
C 2.082 0.566 -1.354  0.67
O 2.710 -0.206 -2.001  -0.49
H -1.996 0.710 -0.057  0.21
H -1.635 -0.923 -0.632  0.22
H -2.495 -0.688 0.899  0.22
H -0.070 -1.277 1.329  0.26
H -0.521 0.251 2.009  0.23
H 2.370 1.575 -1.047  0.14



Energies relative to the most stable structure, in hartree: a 0.0000; b 0.0423.



## a
This record from the OMol25 dataset describes a 2-piece molecular cluster, C5H13N2O3 overall. The level of theory is wB97M-V/def2-TZVPD.

molecular weight	149.170	g/mol
orbital gap	11.68	eV
total charge	+1
spin multiplicity	1

Each line ends with the natural charge from an NBO analysis.
Positions of all 23 atoms, in Å:
C -0.083 -1.998 -0.201  -0.34
C 0.823 1.243 1.162  -0.43
C 0.663 0.595 -1.214  -0.41
C 2.401 -0.335 0.164  -0.40
C 0.015 -0.871 0.482  -0.05
N -2.895 0.531 -0.352  0.77
N 0.992 0.146 0.186  -0.25
O -4.237 0.024 -0.483  -0.57
O -2.446 1.046 -1.340  -0.34
O -2.458 0.345 0.697  -0.34
H -4.688 -0.313 0.260  0.50
H -0.718 -2.806 0.193  0.25
H 0.541 -2.225 -0.999  0.20
H 1.416 1.127 2.065  0.25
H 1.317 2.195 0.863  0.24
H -0.151 1.530 1.207  0.24
H 0.868 -0.296 -1.701  0.21
H -0.370 1.013 -1.395  0.28
H 1.354 1.410 -1.517  0.23
H 2.468 -0.995 -0.655  0.22
H 3.086 0.485 0.109  0.24
H 2.566 -1.058 1.056  0.25
H -0.463 -0.791 1.413  0.24



## b
This record from the OMol25 dataset describes an isolated ion of composition C5H13N2O3 and charge +1. The level of theory is wB97M-V/def2-TZVPD.

SMILES	CCO[C@](O)(OC)C(N)=[NH2+]
molecular weight	149.170	g/mol
orbital gap	10.75	eV
total charge	+1
spin multiplicity	1

Each line ends with the natural charge from an NBO analysis.
Positions of all 23 atoms, in Å:
C -1.559 0.960 0.034  0.53
C 3.186 0.174 0.479  -0.65
C -1.432 -1.951 -0.403  -0.28
C 2.100 0.051 -0.674  -0.10
C -0.198 0.128 0.162  0.75
N -2.540 0.662 0.865  -0.72
N -1.681 1.701 -1.007  -0.70
O -0.040 -0.075 1.527  -0.73
O -0.380 -0.956 -0.624  -0.54
O 0.965 0.818 -0.338  -0.54
H 3.581 -0.779 0.795  0.22
H 4.090 0.724 0.200  0.24
H 2.775 0.618 1.337  0.20
H -0.943 -2.909 -0.782  0.24
H -2.243 -1.651 -1.103  0.20
H -1.631 -1.898 0.771  0.19
H 1.918 -1.110 -0.939  0.22
H 2.531 0.625 -1.527  0.21
H -2.352 -0.065 1.491  0.43
H -3.554 0.872 0.691  0.43
H -0.933 1.902 -1.680  0.46
H -2.535 2.323 -1.009  0.42
H 0.876 -0.164 1.735  0.51



Energies relative to the most stable structure, in hartree: a 0.1880; b 0.0000.



## a
This record from the OMol25 dataset describes a 2-piece molecular cluster, C6H15NO overall. The level of theory is wB97M-V/def2-TZVPD.

SMILES	C=CCCCCN.O
molecular weight	117.192	g/mol
orbital gap	10.19	eV
total charge	0
spin multiplicity	1

Each line ends with the natural charge from an NBO analysis.
Positions of all 23 atoms, in Å:
C 0.757 1.095 0.955  -0.23
C -0.247 0.006 1.489  -0.44
C 0.007 -1.327 0.860  -0.40
C -0.346 -1.329 -0.743  -0.46
C -1.765 -0.967 -1.120  -0.16
C -2.486 0.113 -0.876  -0.42
N 2.049 0.589 0.739  -0.85
H 0.260 1.623 0.085  0.17
H 0.622 1.810 1.732  0.21
H -1.310 0.422 1.414  0.22
H 0.021 -0.220 2.544  0.20
H 1.084 -1.748 1.082  0.21
H -0.568 -2.116 1.425  0.22
H -0.149 -2.324 -1.161  0.22
H 0.225 -0.512 -1.224  0.21
H -2.084 -1.832 -1.865  0.20
H -3.468 0.329 -1.253  0.21
H -2.076 0.955 -0.330  0.18
H 2.417 0.232 1.667  0.37
H 2.047 -0.155 0.008  0.37
H 1.122 1.377 -1.361  0.47
H 2.378 2.226 -1.891  0.48
O 1.511 1.755 -2.175  -0.95



## b
This record from the OMol25 dataset describes a single C6H15NO molecule. The level of theory is wB97M-V/def2-TZVPD.

SMILES	CCCNC[C@@H](C)O
molecular weight	117.192	g/mol
orbital gap	9.20	eV
total charge	0
spin multiplicity	1

Each line ends with the natural charge from an NBO analysis.
Positions of all 23 atoms, in Å:
C -1.030 1.061 -0.526  -0.22
N -0.085 0.444 0.337  -0.66
C -0.213 -1.004 0.512  -0.22
C 1.049 -1.517 1.267  0.09
C 0.620 -1.697 2.740  -0.64
O 1.499 -2.756 0.745  -0.71
C -0.550 1.171 -2.032  -0.43
C -0.193 2.613 -2.294  -0.62
H -2.063 0.665 -0.611  0.20
H -1.220 2.076 -0.147  0.19
H 0.849 0.791 0.420  0.37
H -1.221 -1.198 0.917  0.18
H -0.256 -1.434 -0.497  0.17
H 1.858 -0.829 1.073  0.18
H -0.364 -1.243 2.917  0.22
H 0.583 -2.757 3.005  0.21
H 1.222 -1.285 3.552  0.22
H 0.974 -3.472 1.088  0.46
H -1.384 0.890 -2.683  0.19
H 0.231 0.508 -2.404  0.21
H 0.656 2.998 -1.761  0.21
H 0.162 2.796 -3.317  0.20
H -1.122 3.179 -2.301  0.21



Energies relative to the most stable structure, in hartree: a 0.0278; b 0.0000.